No. 1
Entry from the Open Molecules 2025 dataset: a molecular structure, C52H40ClN6OPdS3 at a distorted geometry (ωB97M-V with the def2-TZVPD basis set).

The geometry in ORCA input format:
```
! wB97M-V def2-TZVPD RIJCOSX def2/J DEFGRID3
* xyz 3 1
S 1.050 0.124 -0.867
C 1.381 1.656 -1.712
C 2.284 -6.280 -4.381
H 2.542 -2.739 2.113
H 2.032 -6.165 -1.000
H 3.989 -2.134 4.039
H -2.038 -4.541 -1.309
C 0.285 2.485 -1.937
C -2.841 5.030 0.614
H 3.831 3.428 -3.181
C 4.913 -0.902 0.489
C 1.275 -4.693 -2.385
H 6.277 -5.157 -1.980
H 3.494 1.321 -1.927
H 0.754 3.833 0.924
N -2.559 3.845 1.234
C 1.757 3.963 -3.146
C -9.378 2.669 3.320
N -3.358 1.272 2.781
C 2.314 1.349 1.299
H -6.687 5.842 1.098
C 4.025 -2.236 -3.185
C -1.703 -6.492 1.441
Cl -11.201 4.645 2.979
C 1.934 -5.868 -2.037
H 1.724 1.048 4.618
S 0.579 -3.613 -1.173
C 0.481 3.621 -2.710
H -5.535 6.953 -0.137
H 4.671 -4.125 -0.411
C -6.348 4.874 1.456
S 2.815 -2.057 -0.715
N -5.096 4.573 1.245
H -10.187 2.127 3.792
C -2.187 7.056 -0.560
C 5.734 -3.875 -3.618
C -1.832 5.831 0.051
C -2.297 -5.909 0.330
C -7.320 4.089 2.103
C 2.841 3.156 -2.841
C -1.313 3.411 1.263
C -8.140 2.097 3.216
H -0.721 2.091 -1.841
C 0.334 -5.274 1.035
C 3.425 -2.131 1.975
H -1.136 2.472 1.773
H -1.413 7.682 -0.985
H 3.214 2.217 3.035
H 1.492 -4.829 -5.749
H 5.009 -2.470 -5.069
Pd -4.251 2.956 1.937
H -0.358 4.261 -2.949
H 2.673 -6.916 -5.165
H 0.056 -6.634 2.662
H 2.960 1.865 0.600
C 3.954 -2.720 -1.886
C 5.374 -1.015 2.843
C 1.621 -5.108 -4.712
H -0.267 -0.879 1.351
C -1.586 -5.000 -0.438
O -5.919 2.167 2.553
H 6.010 -0.766 3.682
H -2.262 -7.200 2.038
C 0.633 0.013 3.092
H 1.898 4.848 -3.752
C 4.238 -1.786 3.046
H -3.785 8.347 -1.102
C 4.746 -3.770 -1.432
H 1.352 -5.022 1.295
C 2.663 1.983 -2.125
C 1.612 0.882 3.554
N 2.299 -0.783 -1.450
C -7.069 2.786 2.611
H 0.582 -3.384 -3.947
C -8.620 4.657 2.226
C 2.452 1.544 2.663
H -8.803 5.651 1.840
H 6.606 0.018 1.415
H 2.950 -7.584 -2.806
C -4.511 6.617 -0.053
C -0.397 -6.174 1.795
C -0.507 5.353 0.142
C 2.442 -6.660 -3.049
C -0.279 -4.705 -0.073
N -2.920 0.409 3.279
C -9.626 3.964 2.822
C 1.110 -4.299 -3.707
C 0.486 -0.196 1.728
H 0.297 5.968 -0.244
H -7.953 1.105 3.600
C 1.328 0.478 0.849
N 1.801 -3.106 -0.169
H 5.179 -0.583 -0.512
H -0.012 -0.504 3.791
H 6.442 -4.325 -4.301
C -0.258 4.108 0.656
C 3.780 -1.679 0.713
C -4.194 5.448 0.583
C 4.929 -2.831 -4.053
H 3.396 -1.419 -3.505
H -3.313 -6.159 0.060
C -3.499 7.423 -0.619
C 5.712 -0.571 1.568
C 5.643 -4.346 -2.312
*
```

Properties
HOMO energy ... -0.49875 Eh
ΔE to the lowest compared entry with this formula, charge and spin ... 0.0000 eV
Gap between HOMO and LUMO ... 0.23739 Eh

Here are the Mulliken charges for atoms 1 to 5, given in e: S -0.184; C 0.837; C -0.494; H 0.415; H 0.496

---

No. 2
Entry from the Open Molecules 2025 dataset: a molecular structure, C16H10CdI2N2O5S5 at a distorted geometry (ωB97M-V with the def2-TZVPD basis set).

The geometry in ORCA input format:
```
! wB97M-V def2-TZVPD RIJCOSX def2/J DEFGRID3
* xyz -2 1
C -1.586 1.447 -0.222
S 3.044 1.359 -2.453
H 1.821 -3.938 -0.717
H -2.567 3.074 0.801
C 0.973 0.077 3.130
C 1.177 -1.830 1.674
H -0.586 -0.718 -2.470
H 0.133 -0.274 5.059
S 3.155 -1.465 -4.159
H -1.332 0.892 0.675
C 0.226 -2.058 3.893
N 1.588 -2.325 0.500
S -3.620 4.827 -1.245
H -1.260 1.227 -3.585
C 0.497 -4.030 2.387
C 0.927 -4.504 1.179
I -0.650 -3.215 5.450
C 1.355 -0.401 1.862
C 0.611 -2.659 2.690
S 1.785 -2.350 -2.949
N -0.538 -0.314 -1.535
C 1.475 -3.607 0.252
Cd 1.934 -0.502 -1.104
C 0.418 -0.714 4.115
H -2.495 3.401 -3.411
C 4.361 -0.260 -1.134
H -0.911 -0.984 -0.865
C -2.272 2.649 -0.147
C -2.229 2.833 -2.533
C -2.596 3.332 -1.301
O 1.828 0.347 0.967
H 0.850 -5.551 0.931
I 1.312 2.126 3.473
O 4.753 0.340 -0.235
H 0.074 -4.697 3.125
S 2.650 0.533 -4.282
C -1.546 1.632 -2.623
C -1.229 0.930 -1.464
O -3.756 5.161 0.171
O -2.903 5.829 -2.030
O -4.870 4.383 -1.870
*
```

Properties
HOMO energy ... -0.09934 Eh
ΔE to the lowest compared entry with this formula, charge and spin ... 0.5932 eV
Gap between HOMO and LUMO ... 0.21451 Eh

Here are the Mulliken charges for atoms 1 to 5, given in e: C -0.041; S -0.447; H 0.443; H 0.490; C -0.492

---

No. 3
Entry from the Open Molecules 2025 dataset: a gas-phase ion, C10H16BNO3P (charge -1) at a distorted geometry (ωB97M-V with the def2-TZVPD basis set).

The geometry in ORCA input format:
```
! wB97M-V def2-TZVPD RIJCOSX def2/J DEFGRID3
* xyz -1 1
H 2.443 -2.558 0.641
H 0.126 -2.606 0.228
O -0.027 -1.225 -1.199
C 2.998 -0.648 -0.108
H -2.005 -2.069 -0.881
C 2.284 2.739 0.110
H 3.423 0.561 -1.895
H -4.730 1.156 -1.195
H -2.663 2.770 -0.426
H -4.533 -0.621 -1.340
C -4.162 0.283 -0.868
P -2.370 0.544 -1.308
H 4.051 -0.902 -0.244
H -4.279 0.230 0.220
C 0.047 -0.201 3.184
C -1.934 1.986 -0.211
O 0.716 -0.832 2.276
C 2.149 -1.918 -0.196
H 1.830 3.556 0.611
H 1.693 0.183 -1.684
N -0.668 0.092 4.040
O -1.199 -0.836 0.869
H 2.393 -2.483 -1.098
H 2.914 -0.216 0.886
C 2.621 0.424 -1.169
H 0.393 0.352 0.550
C 2.460 1.728 -0.505
C 0.152 -0.640 0.955
B -1.407 -1.025 -0.637
H -2.057 1.719 0.843
C 0.663 -1.687 -0.063
H -0.933 2.354 -0.418
*
```

Properties
HOMO energy ... -0.13036 Eh
Gap between HOMO and LUMO ... 0.25050 Eh

Here are the Mulliken charges for atoms 1 to 5, given in e: H 0.372; H 0.349; O -0.809; C -0.806; H -0.363

---

No. 4
Entry from the Open Molecules 2025 dataset: a molecular structure, C34H30AsClPPtS3 (ωB97M-V with the def2-TZVPD basis set).

The geometry in ORCA input format:
```
! wB97M-V def2-TZVPD RIJCOSX def2/J DEFGRID3
* xyz -1 3
H 0.103 3.450 -2.341
C 2.823 0.187 4.963
C 2.092 -3.337 1.972
H -5.365 -0.091 -1.066
C 2.387 4.346 -0.019
C 3.052 0.515 3.636
Cl -1.708 2.915 -4.266
C 1.861 -4.531 1.307
Pt 0.346 0.298 -1.154
H 3.533 -0.429 5.501
S 4.567 -1.659 -0.981
C -3.035 -2.605 0.695
C -0.717 0.366 -4.017
C -0.088 -0.736 -4.617
C -1.257 0.255 -2.642
H -2.968 0.404 -0.823
H 2.182 4.050 2.086
C -2.500 -1.422 0.184
H -2.042 1.633 1.192
H 3.926 0.147 3.114
H 3.364 4.803 0.076
H 1.488 0.389 6.635
C 0.424 0.501 -6.613
C -5.227 -1.998 -0.090
C 0.477 -0.678 -5.875
H -0.119 1.795 5.418
H -0.832 -3.622 -0.513
S 2.652 0.633 -0.608
C -0.045 -3.548 0.227
C -1.609 1.343 2.151
C -0.789 1.511 -4.813
C -3.364 -0.522 -0.436
H 0.875 0.562 -7.594
H 2.532 -5.369 1.445
H -0.028 -1.652 -4.045
H -2.400 -3.301 1.225
H 0.627 -5.546 -0.128
C -1.097 -0.098 2.133
H -2.422 1.423 2.876
C 0.791 -4.633 0.430
C -4.384 -2.895 0.550
H -2.000 1.034 -2.464
C 0.562 3.588 -1.373
C 1.717 3.912 1.114
C 0.156 -2.354 0.918
C -0.100 3.122 -0.240
H -1.730 -0.720 -2.521
H 2.951 -3.231 2.621
S 1.717 -1.685 -1.940
C 1.676 0.644 5.600
H -1.858 -0.743 2.584
C 0.988 1.760 3.569
H 0.971 -1.553 -6.277
H 2.315 1.493 1.893
As -0.397 2.814 2.691
H 1.480 -1.318 2.268
H -4.777 -3.824 0.944
C -0.229 1.597 -6.078
C 1.808 4.182 -1.268
H -0.321 2.522 -6.631
C 3.073 -0.968 -1.151
C 2.136 1.297 2.940
C 1.246 -2.255 1.779
C -4.716 -0.803 -0.572
C 0.769 1.435 4.908
H -1.099 2.719 -0.355
P -0.776 -0.855 0.482
H 2.329 4.500 -2.162
H -0.197 -0.216 2.736
H -6.279 -2.226 -0.206
C 0.478 3.281 1.018
*
```

Properties
HOMO energy (alpha / beta) ... -0.11373 / -0.16444 Eh
Gap between HOMO and LUMO (alpha / beta) ... 0.20335 / 0.24077 Eh

Here are the Mulliken charges for atoms 1 to 5, given in e: H 0.219; C -0.446; C -0.593; H 0.443; C -0.469

---

Number 1: DFT total energy -114044.829 eV. Number 2: DFT total energy -104918.781 eV. Number 3: DFT total energy -28227.020 eV. Number 4: DFT total energy -154149.204 eV.